Density functional theory data (ωB97M-V/def2-TZVPD) for a molecular structure, C5H14N2O at a distorted geometry.

Orbital gap in eV: 8.59
HOMO energy in eV: -7.671
E_tot in eV: -10435.9995
LUMO energy in eV: 0.92

The geometry in ORCA input format:
```
! RIJCOSX wB97M-V def2-TZVPD def2/J DEFGRID3
* xyz 0 1
C 1.243 0.322 -0.076
C 1.626 -1.140 -0.178
N 1.190 0.778 1.283
N 2.092 1.092 -0.919
H -0.403 -0.310 -0.170
H 1.875 0.950 -1.903
H 2.069 0.613 1.766
H 0.986 1.770 1.338
H 2.014 2.094 -0.778
H 1.412 -1.499 -1.188
H 2.691 -1.277 0.027
H 1.076 -1.748 0.543
C -1.808 -0.736 -0.273
C -2.450 -0.457 1.067
C -0.498 0.695 -0.887
O -0.453 0.765 -2.119
H -0.895 1.490 -0.236
H -2.443 -0.506 -1.125
H -1.447 -1.759 -0.393
H -1.740 -0.594 1.885
H -2.824 0.569 1.113
H -3.314 -1.110 1.223
*
```

Here are the Löwdin charges for atoms 1 to 8, given in e: C -0.57; C -0.05; N 0.07; N 0.07; H 0.11; H 0.08; H 0.09; H 0.08

Density functional theory data (ωB97M-V/def2-TZVPD) for a molecular structure, C5H14N2O at a distorted geometry.

Orbital gap in eV: 8.86
HOMO energy in eV: -7.990
E_tot in eV: -10435.6567
LUMO energy in eV: 0.87

The geometry in ORCA input format:
```
! RIJCOSX wB97M-V def2-TZVPD def2/J DEFGRID3
* xyz 0 1
C -0.125 -1.987 -0.462
N 0.651 -1.438 0.628
O 0.672 -2.677 1.899
H 1.608 -2.903 1.960
H 0.035 -1.252 1.450
H 0.499 -2.069 -1.357
H -0.998 -1.373 -0.689
H -0.499 -2.991 -0.234
C 1.646 0.891 -1.016
C -1.418 1.310 1.172
N 0.673 0.798 0.055
C -0.633 1.265 -0.108
C -1.170 1.548 -1.297
H 1.062 1.001 0.964
H 2.592 0.495 -0.655
H 1.791 1.924 -1.355
H 1.313 0.293 -1.862
H -1.510 0.313 1.606
H -0.921 1.945 1.910
H -2.420 1.693 0.996
H -0.628 1.453 -2.223
H -2.222 1.761 -1.380
*
```

Here are the Löwdin charges for atoms 1 to 8, given in e: C -0.14; N -0.02; O -0.19; H 0.02; H 0.07; H 0.07; H 0.07; H 0.08

Density functional theory data (ωB97M-V/def2-TZVPD) for 2 unconnected molecules or ions with the total composition C5H14N2O at a distorted geometry.

Orbital gap in eV: 9.79
HOMO energy in eV: -8.999
E_tot in eV: -10435.9581
SMILES string: C=NCC[C@@H](C)N.O
LUMO energy in eV: 0.80

The geometry in ORCA input format:
```
! RIJCOSX wB97M-V def2-TZVPD def2/J DEFGRID3
* xyz 0 1
C 0.209 -1.032 -2.563
C -0.162 0.072 -1.391
C 0.792 -0.160 -0.217
C 1.852 0.853 0.130
C 1.646 0.775 2.624
N 1.817 1.403 1.557
N -1.556 0.065 -0.971
H -0.063 -2.008 -2.211
H 1.298 -0.950 -2.883
H -0.524 -0.663 -3.184
H -0.116 1.012 -1.798
H 0.033 -0.333 0.695
H 1.230 -1.127 -0.213
H 2.864 0.663 -0.072
H 1.575 1.850 -0.451
H 1.283 -0.135 3.096
H 1.639 1.500 3.532
H -1.589 -0.415 0.030
H -2.028 -0.562 -1.666
H -2.899 -0.192 2.488
H -3.868 0.030 1.460
O -3.433 -0.647 2.009
*
```

Here are the Löwdin charges for atoms 1 to 8, given in e: C -0.03; C -0.44; C -0.19; C -0.19; C -0.12; N -0.04; N 0.00; H 0.06

Density functional theory data (ωB97M-V/def2-TZVPD) for 2 unconnected molecules or ions with the total composition C5H14N2O.

Orbital gap in eV: 8.74
HOMO energy in eV: -7.961
E_tot in eV: -10438.6132
SMILES string: CN/C=C/CCN.O
LUMO energy in eV: 0.78

The geometry in ORCA input format:
```
! RIJCOSX wB97M-V def2-TZVPD def2/J DEFGRID3
* xyz 0 1
C 0.886 1.567 -1.732
C -0.428 0.924 -1.151
C -0.276 -0.005 0.011
C -0.163 -1.326 -0.002
N -0.089 -2.126 1.130
C -0.155 -3.565 0.927
N 2.136 1.205 -1.076
H 0.981 1.286 -2.780
H 0.790 2.649 -1.700
H -1.029 1.785 -0.847
H -1.020 0.464 -1.943
H -0.384 0.478 0.978
H -0.039 -1.865 -0.941
H -0.660 -1.801 1.894
H -1.069 -3.888 0.424
H 0.708 -3.851 0.327
H -0.155 -4.072 1.882
H 2.176 0.204 -0.947
H 2.180 1.581 -0.138
H -1.241 2.976 1.321
H -1.887 4.055 2.138
O -1.264 3.324 2.225
*
```

Here are the Löwdin charges for atoms 1 to 8, given in e: C -0.27; C -0.20; C -0.15; C -0.18; N -0.10; C -0.12; N -0.02; H 0.09

Density functional theory data (ωB97M-V/def2-TZVPD) for 2 unconnected molecules or ions with the total composition C5H14N2O at a distorted geometry.

Orbital gap in eV: 10.22
HOMO energy in eV: -18.192
E_tot in eV: -10422.6645
LUMO energy in eV: -7.97

The geometry in ORCA input format:
```
! RIJCOSX wB97M-V def2-TZVPD def2/J DEFGRID3
* xyz 2 1
C 0.773 -0.227 1.363
C -0.271 -0.400 0.274
C -1.037 0.891 0.079
C -2.272 0.852 -0.401
N -2.876 2.025 -1.030
C -2.254 2.711 -1.905
N 1.650 -1.436 1.509
H 1.385 0.661 1.202
H 0.243 -0.113 2.311
H 0.280 -0.605 -0.655
H -0.978 -1.204 0.497
H -0.519 1.820 0.288
H -2.795 -0.064 -0.648
H -3.798 2.348 -0.752
H -2.799 3.593 -2.242
H -1.343 2.526 -2.463
H 2.299 -1.495 0.703
H 2.145 -1.487 2.397
H 1.099 -2.291 1.431
H 4.412 -2.441 -0.332
H 3.193 -3.145 -1.155
O 3.462 -2.518 -0.471
*
```

Here are the Löwdin charges for atoms 1 to 8, given in e: C -0.15; C -0.16; C -0.04; C -0.04; N 0.08; C 0.21; N 0.20; H 0.14

What is the HOMO energy in the third record? -8.999 eV

Among the records above, which one has the lowest orbital gap? number 1